The following is a DFT calculation (the ωB97M-V functional and the def2-TZVPD basis) of an isolated ion of composition C5H7N2O2S and charge -1 at a distorted geometry.

Spin multiplicity = 1
HOMO level = -3.1 eV
Charge = -1
Calculated total energy = -852.8087 hartree
Relative energy (zero: lowest compared OMol25 entry of this formula, charge and spin) = 123.7 kcal per mole

Positions of all 17 atoms, in Å:
C: 1.9392 -0.9057 0.7696
H: 1.5278 0.9313 -1.5047
H: 0.1973 -0.7609 2.8531
C: -1.7256 0.2659 0.4293
C: -0.2902 -0.5716 1.8281
O: -2.4234 2.4156 -0.9363
H: -0.0039 1.0439 -2.2827
O: -3.4792 0.2213 -1.5793
H: 2.1435 -1.8732 0.3878
S: -3.0981 1.1746 -0.4696
H: 2.6569 -0.1921 0.5021
C: -0.0118 0.0692 -0.3290
N: 0.5399 -0.3791 0.7791
H: 2.1374 -0.8647 1.8378
H: 0.7734 -0.6212 -2.2758
N: -1.5482 -0.2564 1.5645
C: 0.6650 0.3032 -1.5739

Table of Löwdin atomic charges, one value per atom, all in e:
1. C -0.009
2. H 0.043
3. H 0.118
4. C -0.258
5. C -0.264
6. O -0.589
7. H 0.131
8. O -0.605
9. H 0.080
10. S 0.593
11. H 0.062
12. C -0.173
13. N -0.165
14. H 0.071
15. H 0.099
16. N -0.015
17. C -0.118